{"formula": "C58H49ClN7O3Sn", "method": "wB97M-V/def2-TZVPD", "fmax_ev_per_a": 2.50, "total_charge": -1, "energy_ev": -95868.6988, "symbols": ["C", "C", "C", "H", "C", "H", "C", "H", "H", "O", "Sn", "H", "C", "N", "N", "C", "H", "C", "C", "C", "H", "H", "H", "C", "H", "H", "H", "C", "C", "N", "H", "H", "C", "C", "C", "C", "H", "H", "H", "H", "H", "H", "C", "C", "C", "H", "C", "C", "H", "H", "H", "C", "H", "C", "C", "H", "H", "N", "H", "H", "O", "C", "C", "C", "H", "N", "C", "H", "N", "H", "H", "C", "C", "C", "C", "C", "C", "H", "N", "C", "H", "C", "C", "H", "C", "H", "H", "C", "H", "C", "C", "H", "H", "C", "C", "C", "H", "C", "C", "Cl", "C", "C", "C", "H", "H", "O", "C", "C", "C", "C", "C", "C", "H", "H", "C", "H", "H", "C", "H"], "coordinates": [[-4.646, 1.113, -4.863], [-0.418, 4.468, 2.122], [-1.574, -2.421, -1.406], [0.168, 6.283, 4.918], [-1.304, 2.904, 0.319], [-3.121, 3.446, -2.338], [-3.139, -2.200, 7.774], [-1.112, 2.620, -4.821], [-2.661, 3.176, -6.654], [1.911, -1.575, 1.808], [0.109, -0.202, 0.503], [-1.705, -3.651, -3.279], [-1.752, -1.477, -3.428], [-1.551, -1.909, 1.554], [3.150, 2.470, -2.440], [-4.249, 1.964, -5.882], [-1.734, -3.963, 4.146], [-1.390, -6.836, -1.942], [4.475, -3.429, 0.100], [-3.458, -2.385, 5.402], [1.983, 5.555, -1.590], [2.482, 4.286, -0.462], [4.218, 1.606, -5.550], [-1.565, 0.961, -2.688], [-4.929, 2.204, -6.688], [0.196, -8.270, -1.797], [4.010, -4.810, -2.937], [2.280, 3.632, -2.518], [4.214, -1.604, 2.337], [-1.004, 1.817, -0.423], [-4.080, 0.132, -3.047], [4.627, 3.295, -3.642], [2.625, 4.685, -1.464], [-0.154, -7.287, -1.512], [-1.396, -3.365, -0.412], [3.024, -1.952, 1.450], [-0.380, 4.003, 4.212], [3.663, 4.999, -1.566], [-3.199, 1.141, 5.180], [0.612, 8.037, 3.234], [3.479, -0.352, -0.702], [-5.640, 0.688, -4.873], [-0.117, 5.450, 1.179], [-3.772, 0.798, -3.840], [-1.734, -0.965, 6.273], [-4.635, -3.426, 6.854], [-1.939, 0.266, 3.550], [-1.666, -0.496, -2.387], [5.199, -3.414, 0.903], [1.234, 3.334, -2.411], [-3.994, -2.797, 4.559], [-2.203, 3.725, -0.345], [5.021, -1.189, 1.739], [-2.449, 3.103, -1.571], [-0.264, 4.778, 3.470], [-2.007, -7.472, -2.562], [-2.805, -5.231, -1.912], [-1.268, 0.843, 2.502], [1.375, 2.299, -0.675], [4.847, 0.581, -1.322], [1.251, 1.905, 2.244], [0.070, 6.062, 3.865], [-1.677, -2.685, -2.813], [-2.977, 2.509, -5.862], [2.796, 1.063, -4.643], [1.978, 1.484, -0.668], [-3.820, -2.733, 6.692], [5.666, -4.738, -1.093], [0.742, 2.706, 1.487], [-0.150, 5.201, 0.131], [1.590, -6.830, -0.352], [-1.699, 1.929, -1.575], [-2.563, 1.298, 4.328], [-2.485, 1.330, -3.822], [4.742, -4.179, -1.015], [2.900, 1.467, -1.543], [-1.832, -5.572, -1.589], [-0.910, -0.287, 6.107], [-1.588, -1.053, -1.203], [-2.254, 2.480, 3.724], [-2.587, 3.465, 4.000], [-2.105, 2.199, -4.835], [3.802, -4.219, -2.052], [-3.422, -2.474, 8.781], [2.636, -3.519, -1.958], [3.886, -0.867, 3.065], [0.799, -4.589, 0.283], [-1.998, -1.095, 3.815], [-1.835, -1.267, -4.478], [-2.092, -1.319, 7.560], [-0.684, 3.042, 1.676], [-1.433, -5.206, 1.798], [4.860, 1.597, -3.226], [0.326, 7.043, 2.922], [-1.408, 2.146, 2.620], [3.819, 0.281, -1.514], [4.576, -2.487, 2.859], [4.112, 2.334, -3.509], [-1.435, -3.119, 0.980], [0.180, 1.060, -3.300], [0.628, -6.480, -0.701], [-1.490, -4.149, 1.978], [-2.410, -1.494, 5.174], [3.777, -0.291, -2.437], [0.490, 7.472, 0.833], [1.276, -1.995, -0.850], [3.461, 1.902, -4.827], [0.187, -5.222, -0.342], [-1.042, -4.744, -0.797], [-1.666, -3.516, 3.170], [2.321, -2.700, -0.828], [0.243, 6.725, 1.576], [-1.551, -0.912, 8.404], [-2.624, 4.647, 0.014], [-1.705, -2.112, 2.881], [2.394, 4.068, -3.514], [2.871, 2.708, -5.255], [3.281, -2.705, 0.247], [1.897, -3.545, -2.748]], "forces_ev_per_angstrom": [[-0.1, 0.0, 0.0], [-0.3, 0.5, 0.1], [0.0, -0.9, 0.2], [0.0, 0.0, 0.1], [0.0, 0.3, -0.3], [0.0, 0.0, -0.1], [0.0, 0.0, 0.1], [0.0, 0.0, 0.0], [0.0, 0.0, 0.0], [0.3, -0.2, 0.2], [-0.4, -0.5, -0.3], [0.1, -0.1, -0.1], [0.0, -0.4, 0.0], [0.0, 0.4, -0.4], [0.0, 0.2, -0.3], [-0.1, 0.0, -0.1], [0.0, -0.1, 0.1], [0.0, -0.1, -0.1], [0.0, 0.0, 0.0], [0.0, 0.0, -0.1], [-0.1, 0.1, 0.0], [0.0, 0.0, 0.1], [0.1, 0.0, -0.1], [0.2, 0.3, 0.2], [-0.1, 0.0, 0.0], [0.0, -0.1, 0.0], [0.0, 0.0, 0.0], [0.0, 0.2, 0.4], [-0.3, 0.1, 0.0], [0.2, -0.3, 0.3], [0.0, -0.1, 0.0], [0.0, -0.1, 0.0], [0.0, -0.2, -0.2], [0.0, -0.1, 0.0], [-0.1, 0.6, -0.9], [0.1, 0.2, 0.7], [-0.1, 0.0, 0.0], [0.1, 0.1, 0.0], [-0.1, 0.0, 0.1], [0.0, 0.1, 0.0], [0.0, 0.0, -0.1], [-0.1, 0.0, 0.0], [-0.1, -0.1, 0.0], [0.1, 0.1, 0.1], [0.0, 0.0, -0.1], [0.0, 0.0, 0.0], [-0.2, -0.3, 0.5], [-0.1, -0.6, 0.1], [0.1, 0.0, 0.1], [0.0, 0.0, -0.1], [0.0, 0.0, -0.1], [0.1, 0.1, 0.2], [0.2, 0.0, 0.0], [-0.2, -0.2, -0.3], [0.0, -0.1, 0.0], [-0.1, 0.0, 0.0], [-0.1, 0.1, 0.0], [0.2, 0.2, -0.6], [0.1, 0.0, -0.2], [0.1, 0.0, 0.0], [-0.8, 1.2, -0.7], [0.1, 0.0, 0.1], [0.1, 0.2, -0.2], [-0.1, 0.1, -0.1], [0.0, -0.2, 0.0], [-0.2, 0.0, 0.3], [-0.1, -0.1, 0.0], [0.0, 0.0, 0.0], [2.1, -1.3, 0.6], [-0.1, 0.0, -0.1], [0.0, 0.0, 0.0], [-0.3, 0.2, 0.0], [-0.1, 0.1, 0.0], [-0.3, 0.0, -0.3], [0.4, -0.2, 0.1], [0.3, 0.0, 0.3], [-0.1, 0.1, 0.1], [0.1, 0.1, -0.1], [0.2, 0.9, 0.4], [-0.1, 0.0, 0.1], [0.0, 0.1, 0.0], [0.1, 0.0, 0.1], [-0.1, 0.0, -0.1], [0.0, 0.0, 0.1], [0.0, -0.1, -0.2], [0.0, 0.0, 0.0], [0.0, 0.1, 0.0], [0.0, 0.7, -0.3], [0.0, 0.0, -0.1], [0.0, 0.0, 0.2], [-0.7, 0.1, 0.0], [0.0, -0.1, 0.0], [0.0, 0.1, 0.0], [-0.1, 0.0, 0.0], [0.0, -0.4, 0.5], [-0.1, 0.0, 0.0], [0.1, -0.1, 0.0], [0.0, -0.2, -0.3], [0.0, -0.2, 1.0], [0.4, -0.1, -0.3], [0.1, -0.1, 0.0], [0.0, 0.1, -0.3], [-0.1, 0.0, 0.3], [0.1, -0.1, -0.1], [0.0, 0.0, -0.1], [-0.4, 0.3, -0.1], [0.2, 0.1, 0.2], [-0.1, 0.0, 0.0], [0.1, -0.3, -0.1], [0.0, 0.3, 0.2], [0.3, -0.1, 0.1], [0.1, 0.1, 0.0], [0.0, 0.0, 0.0], [0.0, 0.2, 0.0], [0.1, -0.7, 0.1], [-0.1, -0.1, 0.0], [-0.1, 0.1, -0.1], [-0.3, -0.2, -0.5], [-0.1, 0.0, -0.1]]}